# 1
{
  "formula": "C50H27Cl9N4SSiTa",
  "method": "ωB97M-V/def2-TZVPD",
  "multiplicity": 1,
  "lumo_ev": -4.496,
  "de_lowest_kcal_mol": 12.98,
  "gap_ev": 5.37,
  "total_charge": 1,
  "species": ["C", "C", "C", "C", "Ta", "C", "N", "C", "H", "C", "H", "H", "C", "Cl", "H", "Cl", "C", "C", "H", "H", "C", "C", "Cl", "C", "C", "C", "H", "C", "C", "H", "H", "H", "C", "Cl", "C", "C", "C", "C", "H", "Cl", "C", "H", "H", "C", "H", "N", "H", "C", "C", "H", "H", "C", "C", "C", "C", "N", "C", "Cl", "C", "C", "C", "C", "C", "C", "H", "H", "C", "Si", "H", "C", "C", "C", "C", "C", "C", "H", "C", "Cl", "N", "C", "C", "H", "H", "C", "Cl", "H", "C", "H", "S", "H", "H", "C", "Cl"],
  "positions_angstrom": [[-2.510450, -1.525553, 3.923434], [-4.309557, 0.612941, 0.791718], [1.439310, -1.337471, -2.359215], [5.106360, -1.583259, 1.122470], [0.021819, 0.497346, -0.079087], [4.021301, 3.368281, 0.663288], [-2.084154, 0.124564, 0.534597], [2.673504, -2.012935, -2.603798], [-5.295095, 0.967668, 0.540491], [-3.142154, 0.804381, -0.008727], [1.322242, -4.235140, -6.633598], [0.874505, 0.546877, -5.488966], [1.601475, -1.571859, 1.875410], [0.550801, 4.548318, 0.003785], [-3.853112, 2.605942, -3.684110], [-4.579275, -2.973754, 7.655008], [-2.322982, 0.818625, -2.244301], [-1.808344, -1.071202, 2.694451], [4.467882, 5.816319, -1.634030], [-4.333192, 2.999191, 0.568550], [3.276073, -2.192238, -1.402652], [-3.118802, -0.621117, 4.790077], [2.821292, 4.520289, -3.526758], [-3.953928, -0.182863, 1.827766], [5.279906, -3.994961, 2.481207], [-3.752099, -1.061322, 5.939971], [0.824994, -3.563174, -4.310725], [-2.548967, -2.884752, 4.231310], [-4.239742, 3.102077, -2.809620], [3.152027, -4.078355, 2.299614], [-0.010965, -1.989799, 4.715266], [4.209830, -2.685805, -1.194806], [-5.407301, 4.993422, -1.910762], [1.770543, -2.690755, -8.972190], [4.045271, -3.501829, 2.095861], [-0.438806, -1.314522, 2.627672], [-5.198519, 4.507050, -0.627761], [3.940576, -2.290486, 1.413694], [-2.083432, -3.592642, 3.556732], [7.969149, -3.881610, 2.666069], [6.343727, -2.061781, 1.515937], [-4.216133, -0.357447, 6.616955], [-5.066240, 4.672345, -4.000199], [-4.022468, 2.571553, -1.528216], [4.295797, 3.075629, 1.667557], [-1.116723, 0.207789, -1.951269], [-4.594245, -0.583150, 2.594117], [6.426706, -3.270343, 2.192112], [-2.550808, -0.433364, 1.708518], [-5.550545, 5.073059, 0.223610], [-3.614603, 0.813492, -4.062050], [-3.192314, -3.335094, 5.370862], [2.785728, 2.888209, -1.375400], [-0.691035, -0.376468, -3.132538], [2.411456, -1.636953, -0.412896], [0.344200, -1.137392, 1.524814], [1.234936, -3.188943, -6.374678], [-0.131535, 1.761448, 1.916534], [-4.517563, 3.321259, -0.444973], [1.624480, -1.921407, 3.265530], [4.481884, 4.544963, 0.096373], [0.969606, -0.502200, -5.742519], [-4.925332, 4.282969, -3.001209], [-3.155258, 1.418611, -1.272005], [3.036196, -2.312257, -3.571617], [7.245855, -1.508082, 1.294868], [1.265313, -0.875123, -7.042171], [-0.261738, 3.043561, -1.123483], [-3.073884, 0.439146, 4.573737], [1.395844, -2.220530, -7.354728], [-3.790032, -2.418575, 6.223591], [0.356530, -1.793094, 3.722663], [0.511793, -1.038609, -3.350004], [0.956607, -2.806196, -5.074017], [-2.677954, 0.560706, -3.595591], [5.359601, -4.942686, 2.995615], [-1.686220, -0.194717, -4.136261], [-6.218400, 6.488615, -2.144810], [1.304510, -1.074247, -1.010814], [2.625480, -1.777943, 0.960759], [0.816569, -1.460585, -4.741826], [-1.659219, -0.616719, -5.125801], [2.500667, -2.219620, 3.815535], [4.119526, 4.891870, -1.194634], [2.535589, 1.118106, 0.608930], [1.389569, -0.127947, -7.813864], [3.282805, 4.068946, -1.933026], [5.115409, 5.203960, 0.673081], [1.580413, 1.903954, -2.198298], [-3.231179, -4.391683, 5.596834], [5.044107, -0.640879, 0.591840], [3.180517, 2.569183, -0.084129], [-0.971092, 3.984462, -2.791827]],
  "forces_ev_per_angstrom": [[-0.0596, -0.0740, 0.1132], [-0.0554, -0.0081, 0.1906], [0.1014, 0.0557, -0.1884], [-0.0777, 0.0277, 0.0671], [-0.7392, -1.4562, -0.8820], [-0.0166, -0.2094, 0.1783], [0.9793, 0.0726, -0.3035], [0.0329, 0.0845, 0.0637], [0.0199, -0.0123, -0.0032], [-0.0822, 0.1156, -0.3014], [0.0215, 0.0061, 0.0005], [-0.0034, 0.0133, -0.0393], [0.1792, -0.0599, -0.1286], [-0.1387, 0.1127, -0.0176], [0.0199, 0.1661, 0.0578], [-0.0381, -0.0113, 0.0462], [-0.1823, 0.1234, 0.1468], [0.0605, 0.0986, -0.0020], [0.0107, -0.0182, -0.0133], [0.0876, 0.0567, 0.0051], [-0.0499, 0.0880, -0.0026], [0.1074, -0.0007, -0.0374], [-0.0061, 0.0778, -0.0625], [-0.0749, 0.0888, -0.1590], [0.0685, -0.0516, 0.0491], [-0.0699, 0.0073, 0.0625], [0.0020, -0.0065, -0.0038], [-0.0400, 0.1177, -0.0879], [-0.0124, -0.1383, 0.0619], [0.0071, -0.0204, 0.0070], [0.0004, -0.0093, 0.0026], [-0.0076, -0.0337, -0.0147], [0.1674, -0.2767, 0.1099], [-0.0075, -0.0232, -0.0627], [-0.0243, 0.0455, -0.0874], [0.0017, 0.0800, 0.1034], [-0.1447, 0.1635, -0.0643], [0.1135, -0.0793, 0.0504], [-0.0058, -0.0373, 0.0308], [0.0518, -0.0172, 0.0238], [0.1074, -0.0232, -0.0022], [0.0100, -0.0066, 0.0077], [-0.0197, -0.0045, 0.0093], [-0.3074, 0.3005, -0.1121], [-0.0272, 0.0611, 0.0128], [0.4403, 0.3367, 0.6374], [0.0101, -0.0344, 0.0021], [-0.1626, 0.0709, -0.0561], [0.0252, -0.0548, 0.1651], [0.0029, -0.0125, 0.0034], [0.0726, -0.0775, 0.0310], [-0.0079, -0.0638, 0.0334], [0.0156, -0.0891, -0.0322], [0.0979, -0.0812, -0.2326], [0.0631, -0.2563, 0.0099], [-0.4243, 0.8137, -0.9207], [0.0276, -0.0733, -0.0881], [-0.0414, 0.4679, 0.2290], [0.1671, -0.1178, -0.0720], [-0.0207, 0.1198, 0.0470], [0.0044, -0.0127, -0.0281], [0.0375, -0.0261, 0.1359], [-0.0712, 0.0966, -0.0752], [0.3135, -0.4944, 0.1204], [-0.0276, -0.0308, 0.0007], [-0.0055, 0.0016, 0.0070], [-0.0124, 0.0183, -0.1025], [0.7004, -0.8357, -0.0356], [-0.0183, 0.0045, -0.0009], [-0.0217, 0.0748, 0.1885], [0.0931, 0.0317, -0.1272], [0.0634, -0.0139, -0.0547], [-0.0450, 0.0232, 0.1091], [-0.1250, 0.0553, 0.0581], [0.1323, -0.0358, -0.1482], [-0.0033, 0.0046, 0.0005], [-0.0894, 0.1298, 0.1020], [-0.0782, 0.1041, -0.0232], [-0.5389, 0.4236, 0.3577], [-0.1539, -0.0698, 0.0067], [0.0599, -0.0238, -0.1777], [0.0323, -0.0434, 0.0064], [-0.0202, -0.0644, -0.0081], [0.0167, 0.0575, -0.0994], [0.7489, -0.0837, 0.6144], [0.0246, -0.0111, 0.0002], [0.0607, -0.1969, 0.2397], [0.0367, -0.0167, -0.0183], [-0.9354, 0.1396, 0.8037], [-0.0136, 0.0103, 0.0286], [-0.0001, -0.0102, -0.0202], [0.0301, 0.4815, -0.3959], [-0.4199, -0.0212, -0.0455]],
  "mulliken_charge": [0.0370, -1.8949, 0.1697, -0.0137, 0.9304, -0.6769, 0.4506, -1.5068, 0.7593, 0.5932, 0.4248, 0.5401, 0.1905, -0.2612, 0.2780, -0.1922, 0.6851, 1.1483, 0.4659, 0.5187, -1.8862, -0.0328, -0.1762, -1.1578, -1.0620, -0.9994, 0.5042, -0.0714, -0.2069, 0.5987, 0.5868, 0.5715, 0.4280, -0.1912, -0.1387, -0.0690, -1.1763, -0.6754, 0.5016, -0.1927, -1.0670, 0.4238, 0.4295, 0.8432, 0.5264, 0.3339, 0.6602, 0.3551, 0.3208, 0.4172, 0.7311, -0.9687, -0.2558, 0.1811, 1.1520, 0.0164, -0.9678, -0.2433, -0.4668, -1.3557, -0.6013, -0.0762, -1.3473, 0.4854, 0.6503, 0.4328, -0.9923, 0.5992, 0.5513, 0.2964, 0.3333, -1.4332, 1.3256, -0.0753, -1.7491, 0.4250, -1.3858, -0.1898, 0.2102, 1.2366, -0.0132, 0.6613, 0.7946, -0.6273, 0.1565, 0.4291, 0.2853, 0.3981, -0.1246, 0.4288, 0.5195, 0.7880, -0.2585]
}



# 2
{
  "formula": "C50H37ClO5P2S2Zn",
  "method": "ωB97M-V/def2-TZVPD",
  "multiplicity": 1,
  "lumo_ev": -0.129,
  "de_lowest_kcal_mol": 10.54,
  "gap_ev": 7.70,
  "species": ["H", "C", "H", "H", "H", "H", "H", "H", "H", "C", "C", "H", "C", "H", "O", "C", "C", "C", "O", "C", "O", "C", "H", "Zn", "C", "C", "H", "H", "C", "H", "Cl", "H", "H", "O", "H", "H", "C", "C", "C", "S", "H", "C", "C", "C", "C", "H", "H", "H", "H", "C", "C", "C", "H", "C", "H", "C", "P", "C", "C", "C", "C", "C", "C", "C", "C", "C", "H", "C", "O", "C", "H", "H", "C", "H", "H", "C", "C", "C", "H", "C", "H", "H", "C", "C", "S", "H", "C", "H", "C", "P", "H", "C", "C", "C", "C", "H", "C", "C"],
  "positions_angstrom": [[1.427552, 7.007988, -1.599038], [-1.311692, -0.818054, 2.356691], [2.249449, -5.649812, -2.836093], [-1.660093, 1.582711, -2.405615], [0.986865, 4.086181, 3.244044], [5.358891, 0.744092, -3.219533], [-2.717843, 1.119852, 3.313042], [-3.506359, 1.941401, -3.943786], [1.997807, -1.614163, -4.446939], [-2.240360, -0.930974, -0.182971], [1.970228, -4.609825, -2.856863], [2.947392, -1.175397, 5.811194], [-1.987226, -2.635577, 3.811507], [-4.212410, -3.559671, -2.185625], [0.833638, 2.297827, 2.318570], [1.671387, 1.599472, -3.953529], [1.266605, 6.223643, -0.838249], [-3.920743, 3.885126, 1.672246], [3.388148, -4.799329, 5.957367], [3.292517, 0.330173, -2.711207], [0.854425, 2.717988, -0.523634], [2.366107, -3.002372, 4.707321], [-3.901387, 3.373808, 3.706795], [1.068971, 1.042512, 0.436145], [-2.450145, 1.567241, 1.246955], [-1.794264, 0.857617, -3.206108], [2.830910, -3.720343, -4.730900], [-2.773717, -2.303988, 1.862138], [-2.043753, -1.942362, 2.564605], [3.192671, 0.200524, 3.922981], [1.819327, 8.352036, 0.759672], [-3.456580, 4.519313, -0.383211], [-0.868957, -2.120650, -3.885894], [1.834739, -3.616810, 7.010174], [-1.285238, -2.523762, 5.914581], [1.877163, -4.531425, 3.199435], [-1.575243, -2.020652, -0.735603], [-3.368155, 3.667739, 0.375682], [1.333307, -4.238224, -1.650392], [-0.038080, -2.664348, 0.005325], [3.798448, -4.670368, 5.136597], [1.529207, 6.666837, 0.523077], [2.698952, 2.297519, -4.642096], [2.450982, -3.832865, 6.008165], [-0.918823, -0.231879, -3.334610], [-4.110940, 0.010427, 0.108410], [0.090665, 0.543719, 3.186799], [4.786772, 2.545728, -4.830934], [0.626164, 1.908047, -4.149362], [-2.898638, 1.010547, -4.029895], [-2.246648, -2.968633, -1.489591], [2.744973, -1.641660, 4.855683], [1.039326, 4.614499, -2.246441], [1.932259, 0.630029, -3.042793], [-5.429448, -1.649052, -1.008877], [1.241588, 4.348349, 1.173983], [-1.278725, 0.185292, 0.911921], [1.058036, 3.947849, -0.173071], [1.050072, 4.942641, -1.163265], [2.188796, -3.513142, 3.422868], [2.664506, -1.303055, 2.492016], [-3.630102, -0.757253, -0.373451], [1.012349, 3.512790, 2.293114], [-4.325377, -1.723107, -1.097387], [2.863717, -0.787973, 3.753998], [1.667711, -2.328097, -3.655231], [-2.632538, -3.503562, 4.024049], [-1.283715, -2.082842, 4.887383], [-0.365488, -3.976238, 0.625630], [-3.625270, -2.827437, -1.613756], [2.198062, -2.977818, 1.406868], [-2.216005, 2.438424, -0.797496], [-3.205561, 0.012931, -4.961693], [-0.021980, -0.457446, 5.495040], [-2.681658, -1.968125, -5.610422], [-0.557487, -0.367982, 3.393012], [1.455748, 5.718095, 1.547171], [-2.606077, 2.512430, 0.196574], [2.368902, 3.143216, -5.222238], [0.991464, -1.999637, -2.506099], [1.664870, 5.997732, 2.564260], [-4.029610, 0.111471, -5.628213], [-0.504873, -0.946275, 4.649666], [2.329545, -2.624399, 2.351137], [2.808056, -0.452425, 0.942557], [1.014764, -4.992253, -0.936483], [-2.451690, -1.112300, -4.965771], [-4.472702, 4.737563, 1.929051], [-3.687194, 2.984118, 2.693754], [0.520166, -0.278988, -2.174062], [-1.752518, -3.870741, -1.937774], [4.038274, 1.947817, -4.373551], [2.216440, -3.666783, -3.828389], [-1.343862, -1.204737, -4.113044], [4.318674, 1.016238, -3.395663], [3.505029, -0.590203, -2.152115], [0.844506, -2.955160, -1.495384], [-2.897953, 1.838619, 2.475089]],
  "forces_ev_per_angstrom": [[-0.4258, -0.5941, 0.2857], [-0.0895, -0.1789, 0.4050], [0.4557, -0.1211, -0.7680], [0.3595, 0.0352, -0.3582], [-0.0046, -0.4107, -0.0181], [-0.2456, 0.0549, 0.1460], [-0.0810, 0.8175, -0.7728], [0.4048, -0.9843, -0.0506], [-0.8160, -0.3317, 0.9179], [-0.1416, 0.6387, -0.1765], [-0.0284, 0.0675, 1.2307], [-0.0991, -0.4798, 0.2780], [-0.5413, 0.7163, 0.1193], [0.4155, 0.1699, 0.3335], [0.0141, -0.2982, -0.2459], [-0.4247, 1.9370, -1.4250], [1.2918, 2.5397, 1.1545], [1.0090, -1.4084, -0.9208], [-1.0089, -0.2461, 1.6347], [-0.6289, -0.1231, -1.3658], [0.1013, -0.2223, -0.1615], [0.8984, 0.5490, 1.1841], [-0.2488, -0.8942, -0.5238], [-0.0661, -0.3249, 0.7153], [1.6312, -0.1103, -2.8158], [-0.2769, 0.9556, -0.0382], [-0.2751, -0.8826, 0.3586], [0.1076, -0.1874, -0.4148], [-1.2708, -2.2061, 1.6172], [0.1350, 1.0401, -0.0367], [0.0919, 0.0528, 0.2633], [0.1413, -1.6926, 0.9028], [0.4413, -1.2404, -0.9556], [-0.1039, 0.0137, -0.1085], [-0.1078, 0.2407, -1.1392], [0.1500, 0.0898, 0.2913], [0.0027, -1.0791, 0.3563], [-0.2197, 0.8884, 0.8443], [-0.8344, 0.0821, -1.0643], [-0.0712, 1.3782, 0.8167], [1.3063, -0.1342, -2.0033], [-0.9227, -1.9423, -0.3870], [-0.2155, -1.1473, 1.6107], [-0.4649, 0.7617, -0.6623], [0.1313, 3.5740, 2.4214], [-1.1206, 1.7969, 0.9017], [-0.9139, -1.2095, 0.5923], [0.8113, 0.0882, -0.3871], [0.6587, -0.2995, 0.0478], [-0.1509, 0.8122, 0.2172], [-0.8802, -0.6246, -0.4697], [-0.3913, -0.0425, -0.7451], [-0.2832, 0.3970, 1.4553], [0.7094, -1.5323, 1.1836], [0.8161, -0.3420, -0.7503], [-0.2014, 1.3454, 0.2866], [-0.6422, 0.3251, -0.8357], [-0.2824, -0.9889, 0.5109], [0.3348, -0.9314, -1.9480], [-0.1111, 0.7231, -0.0760], [-0.5959, 0.5298, -0.8410], [2.1664, -2.3075, -1.2803], [0.1442, -0.1737, 0.5428], [-0.0255, -0.0048, 1.1901], [0.0829, -1.3566, 0.8233], [1.9457, -1.9459, -0.8143], [0.4239, 0.4283, -0.5087], [0.4409, -0.3625, 0.1117], [0.0498, 0.0684, -0.5017], [-0.9489, 0.0905, -0.9868], [-0.3761, -1.0457, -2.4855], [0.6014, -0.6629, -0.1120], [-0.0280, 0.9286, 0.3164], [0.2494, -0.1542, -0.4294], [-0.0291, 0.3794, 0.2855], [2.9058, 2.3964, 1.1126], [0.4229, 0.8034, -2.4827], [-1.1825, 1.0915, 0.1759], [0.4217, -0.0034, -0.5030], [0.7717, 0.5817, 0.5822], [-0.1637, -0.0116, 0.2851], [-0.5490, 0.1419, -0.3597], [-0.9979, -0.0476, 0.3098], [0.0469, -0.7312, 2.6292], [0.1819, 0.9983, -0.5084], [0.4244, 0.0877, 0.1160], [0.7597, -1.3702, -0.0492], [-0.6362, 1.2670, -0.0369], [0.7992, 0.8436, 0.5282], [0.3820, 0.3386, -0.6695], [-0.3628, 1.0219, 0.6826], [-2.0149, 1.1720, 0.0652], [-0.7635, 2.3664, -0.0780], [-0.7808, -2.4609, -1.5591], [-0.2625, -1.2403, 0.5573], [0.0790, 0.7465, 0.2661], [0.0855, -1.1101, -0.6921], [-1.4965, -0.1727, 2.8601]],
  "mulliken_charge": [0.3376, 0.3865, 0.4467, -0.0870, 0.2158, 0.4376, 0.2606, 0.3806, 0.4557, 0.7111, -0.8877, 0.4749, -0.9127, 0.3587, -0.9309, -0.4182, -0.4170, -0.6873, -0.4622, -0.0321, -0.1490, 0.3792, 0.3226, 2.7881, 0.0750, 0.0072, 0.4220, 0.3183, -0.1771, 0.5178, -0.2315, 0.3281, 0.3326, -0.5538, 0.3391, 0.4602, -0.1429, -0.7773, -0.6400, 1.8202, 0.3777, -0.0116, -0.4571, 0.3875, 0.2520, 0.8579, -0.0276, 0.3886, 0.2498, -0.6155, -0.3156, -0.8736, 0.2224, 0.7290, 0.3480, 1.0178, 1.7229, 0.2838, -0.9522, -0.7621, 0.1545, -1.1222, -0.5888, -0.8648, -0.5902, 0.4993, 0.3921, -0.6881, -0.9070, -1.0530, 0.9440, 0.2853, -0.6989, 0.4486, 0.4036, 0.0641, -0.9100, 0.1403, 0.4129, -1.1846, 0.4268, 0.4460, -0.7908, -0.8871, -0.4401, 0.5232, -0.8133, 0.4530, -0.7361, 1.3164, 0.3850, -0.6808, -0.8084, -0.4184, -0.7559, 0.4269, -0.3472, -0.3279]
}